A:
ORCA calculation (ωB97M-V/def2-TZVPD) on 3 unconnected molecules or ions with the total composition C3H9N2O2.

Its net charge is +1. Its orbital gap is 11.393 eV. As for the HOMO energy: -14.27 eV.

The geometry in XYZ format:
```
16
C3H9N2O2, DFT ωB97M-V/def2-TZVPD
C 1.485 -0.282 0.105
C 1.894 0.984 0.261
N 0.837 1.888 0.086
C -0.264 1.175 -0.125
N 0.091 -0.107 -0.114
H 1.954 -1.214 -0.093
H 2.854 1.429 0.457
H 0.983 2.885 0.003
H -1.280 1.463 -0.189
H -0.445 -0.902 -0.464
H -0.670 -3.259 -1.594
H -1.115 -2.189 -2.602
O -1.128 -2.415 -1.667
H -1.973 -0.374 1.423
H -1.470 0.438 2.714
O -1.755 0.479 1.800
```

***

B:
ORCA calculation (ωB97M-V/def2-TZVPD) on 3 unconnected molecules or ions with the total composition C3H9N2O2.

Its net charge is +1. Its orbital gap is 6.877 eV. As for the HOMO energy: -14.43 eV.

The geometry in XYZ format:
```
16
C3H9N2O2, DFT ωB97M-V/def2-TZVPD
C 0.823 -0.430 -2.878
C 0.150 -0.512 -1.535
C -1.196 1.371 0.496
N -0.965 -1.009 -1.807
N 0.723 -0.873 2.810
O -0.482 -1.035 -3.104
O 0.037 0.760 0.623
H 0.881 0.572 -3.350
H 1.684 -1.121 -3.189
H -1.357 2.039 1.300
H -2.027 0.763 0.501
H -1.133 1.973 -0.560
H 1.750 -0.540 2.569
H 0.440 -0.214 3.459
H 0.646 -1.811 3.310
H 0.026 0.068 1.356
```

***

C:
ORCA calculation (ωB97M-V/def2-TZVPD) on 2 unconnected molecules or ions with the total composition C3H9N2O2.

Its net charge is +1. Its orbital gap is 9.373 eV. As for the HOMO energy: -13.58 eV.

The geometry in XYZ format:
```
16
C3H9N2O2, DFT ωB97M-V/def2-TZVPD
C -0.848 0.136 0.270
C 2.037 0.657 -0.437
C 1.572 -0.487 0.359
N -1.240 1.425 0.370
N -1.731 -0.798 0.004
O 1.581 -1.738 0.083
O -3.025 -0.487 -0.480
H 1.692 1.619 -0.072
H 3.226 0.536 -0.405
H 1.526 0.518 -1.499
H 1.231 -0.369 1.424
H -0.754 2.016 1.132
H -2.228 1.572 0.396
H -1.296 -1.722 -0.170
H 1.970 -1.813 -0.812
H -3.712 -1.065 -0.162
```

***

Order of stability, best first: A, C, B

***

A:
ORCA calculation (ωB97M-V/def2-TZVPD) on a molecular structure, C3H9N2O2.

Its net charge is +1. Its orbital gap (alpha / beta) is 9.216 / 8.489 eV. As for the HOMO energy (alpha / beta): -15.13 / -15.41 eV.

The geometry in XYZ format:
```
16
C3H9N2O2, DFT ωB97M-V/def2-TZVPD
C -0.918 -0.610 -0.883
C 1.054 0.850 -0.735
C -0.205 0.420 -0.070
N -1.583 -0.275 2.015
N 0.029 -0.063 1.225
O -1.392 -1.133 2.905
O 0.816 -1.108 1.323
H -1.253 -0.270 -1.901
H -0.307 -1.445 -1.128
H -1.819 -0.992 -0.360
H 1.717 -0.046 -0.772
H 1.500 1.616 -0.077
H 0.794 1.271 -1.721
H -0.911 1.236 -0.004
H -1.764 -1.154 3.789
H 0.805 -1.507 2.294
```

***

B:
ORCA calculation (ωB97M-V/def2-TZVPD) on 2 unconnected molecules or ions with the total composition C3H9N2O2.

Its net charge is +1. Its orbital gap (alpha / beta) is 9.022 / 9.016 eV. As for the HOMO energy (alpha / beta): -13.98 / -13.98 eV.

The geometry in XYZ format:
```
16
C3H9N2O2, DFT ωB97M-V/def2-TZVPD
C 0.859 -0.841 1.598
C 0.145 1.469 -1.200
C -0.130 -0.644 0.542
N -0.972 1.219 -0.301
N -0.655 -1.568 -0.128
O -2.027 0.750 -0.978
O 1.378 1.236 -0.664
H 1.771 -1.160 1.006
H 0.981 -0.047 2.300
H 0.581 -1.791 2.146
H -0.037 1.096 -2.264
H 0.083 2.546 -1.529
H -2.864 1.196 -0.690
H -0.134 -2.538 -0.005
H -1.229 -1.285 -0.935
H 1.465 1.600 0.190
```

***

Order of stability, best first: B, A

***

A:
ORCA calculation (ωB97M-V/def2-TZVPD) on a single C6H10B2 molecule.

Its net charge is 0. Its orbital gap is 8.364 eV. As for the SMILES: B/C(BC=C)=C/C=C. As for the HOMO energy: -8.88 eV.

The geometry in XYZ format:
```
18
C6H10B2, DFT ωB97M-V/def2-TZVPD
B 0.360 2.475 -0.743
C 0.267 0.967 -0.524
B 1.326 -0.033 -1.108
C 2.328 -0.873 -0.124
C 1.798 -1.285 1.047
C -0.837 0.606 0.110
C -1.464 -0.667 0.215
C -2.794 -0.919 0.648
H 0.795 3.124 -1.736
H -0.222 3.059 -0.005
H 1.080 -0.225 -2.289
H 3.290 -1.262 -0.449
H 0.787 -0.976 1.201
H 2.356 -1.884 1.719
H -1.262 1.465 0.499
H -1.035 -1.578 -0.215
H -3.395 -1.861 0.695
H -3.375 -0.133 1.057
```

***

B:
ORCA calculation (ωB97M-V/def2-TZVPD) on a molecular structure, C6H10B2.

Its net charge is 0. Its orbital gap is 8.586 eV. As for the HOMO energy: -8.99 eV.

The geometry in XYZ format:
```
18
C6H10B2, DFT ωB97M-V/def2-TZVPD
B 1.294 -0.634 1.205
B -0.513 -0.032 2.410
C -0.435 1.846 -2.557
C 0.039 -2.527 -0.498
C 0.112 1.219 -1.506
C -0.544 1.030 -0.150
C 0.687 -1.654 0.225
C -0.141 0.221 0.827
H 2.195 0.082 1.163
H 0.881 -0.763 2.423
H -0.286 0.890 3.031
H -1.303 -0.905 2.517
H 0.362 2.285 -3.268
H -1.481 2.034 -2.768
H -1.033 -2.369 -0.900
H 0.341 -3.522 -0.589
H 1.189 1.050 -1.628
H -1.363 1.749 0.060
```

***

Order of stability, best first: A, B

***

A:
ORCA calculation (ωB97M-V/def2-TZVPD) on a single C24H32N4O4S molecule.

Its net charge is 0. Its orbital gap is 9.630 eV. As for the SMILES: CC(C)C[C@H](NC(=O)C1CCN(S(=O)(=O)c2ccccc2)CC1)C(=O)NCc1ccncc1. As for the HOMO energy: -9.24 eV.

The geometry in XYZ format:
```
65
C24H32N4O4S, DFT ωB97M-V/def2-TZVPD
C 4.005 3.056 -2.127
C 4.336 2.348 -0.816
C 5.341 3.168 -0.009
C 3.083 2.107 0.035
C 2.015 1.268 -0.676
N 0.901 0.942 0.212
C 0.970 0.312 1.394
O 2.007 -0.072 1.919
C -0.388 0.085 2.056
C -1.206 -0.870 1.167
C -2.699 -0.830 1.491
N -3.215 0.519 1.585
S -3.276 1.356 0.122
O -2.032 1.304 -0.613
O -3.790 2.658 0.422
C -4.507 0.404 -0.755
C -5.803 0.419 -0.276
C -6.773 -0.316 -0.936
C -6.434 -1.055 -2.061
C -5.131 -1.060 -2.532
C -4.157 -0.325 -1.875
C -2.554 1.275 2.632
C -1.067 1.438 2.328
C 2.570 -0.027 -1.295
O 2.425 -0.282 -2.474
N 3.211 -0.824 -0.420
C 3.484 -2.214 -0.738
C 2.300 -3.030 -0.293
C 2.233 -3.573 0.984
C 1.063 -4.202 1.377
N -0.004 -4.310 0.603
C 0.064 -3.799 -0.616
C 1.182 -3.151 -1.112
H 4.922 3.321 -2.650
H 3.443 3.969 -1.938
H 3.422 2.412 -2.779
H 4.787 1.379 -1.052
H 5.583 2.668 0.927
H 4.931 4.149 0.222
H 6.261 3.305 -0.572
H 2.637 3.069 0.302
H 3.373 1.609 0.960
H 1.585 1.843 -1.500
H -0.021 1.159 -0.149
H -0.202 -0.408 3.016
H -0.838 -1.888 1.299
H -1.082 -0.605 0.117
H -3.265 -1.351 0.715
H -2.899 -1.319 2.449
H -6.028 1.012 0.596
H -7.791 -0.313 -0.577
H -7.192 -1.626 -2.575
H -4.873 -1.634 -3.409
H -3.134 -0.300 -2.217
H -3.042 2.249 2.678
H -2.713 0.746 3.577
H -0.982 2.092 1.460
H -0.566 1.925 3.167
H 3.113 -0.600 0.570
H 3.623 -2.285 -1.819
H 4.396 -2.521 -0.221
H 3.071 -3.497 1.660
H 0.967 -4.634 2.365
H -0.830 -3.911 -1.216
H 1.188 -2.732 -2.107
```

***

B:
ORCA calculation (ωB97M-V/def2-TZVPD) on a single C24H32N4O4S molecule.

Its net charge is 0. Its orbital gap is 8.004 eV. As for the SMILES: Cc1ccc(/C=C/c2onc(C)c2S(=O)(=O)N2CCC(C(=O)N3CCN(C)CC3)CC2)cc1. As for the HOMO energy: -8.27 eV.

The geometry in XYZ format:
```
65
C24H32N4O4S, DFT ωB97M-V/def2-TZVPD
C -7.135 2.118 1.265
C -5.652 2.312 1.214
C -5.071 3.521 1.580
C -3.705 3.705 1.518
C -2.865 2.677 1.080
C -1.427 2.797 0.990
C -0.685 3.826 1.434
C 0.739 3.907 1.324
O 1.328 4.980 1.880
N 2.664 4.924 1.683
C 2.928 3.834 1.011
C 4.326 3.512 0.637
C 1.727 3.122 0.749
S 1.479 1.621 -0.163
O 0.726 1.956 -1.339
O 0.903 0.651 0.734
N 3.036 1.171 -0.583
C 3.541 0.054 0.186
C 2.863 -1.271 -0.214
C 2.193 -1.108 -1.587
C 1.813 -2.477 -2.133
O 2.543 -3.080 -2.902
N 0.630 -2.988 -1.728
C -0.295 -2.460 -0.751
C -0.398 -3.425 0.433
N -0.833 -4.730 -0.031
C -1.063 -5.644 1.064
C 0.125 -5.256 -0.987
C 0.232 -4.307 -2.178
C 3.171 -0.382 -2.511
C 3.317 1.062 -2.005
C -3.455 1.464 0.705
C -4.820 1.286 0.775
H -7.608 2.881 1.877
H -7.381 1.137 1.667
H -7.553 2.179 0.260
H -5.702 4.331 1.918
H -3.288 4.658 1.803
H -0.925 1.959 0.532
H -1.127 4.682 1.925
H 4.412 3.412 -0.442
H 4.969 4.317 0.984
H 4.637 2.576 1.092
H 4.620 0.009 0.017
H 3.356 0.273 1.238
H 2.119 -1.540 0.534
H 3.608 -2.067 -0.273
H 1.299 -0.486 -1.501
H -0.001 -1.478 -0.389
H -1.282 -2.384 -1.224
H -1.134 -3.044 1.144
H 0.581 -3.483 0.943
H -1.433 -6.588 0.666
H -1.820 -5.224 1.725
H -0.154 -5.844 1.653
H -0.225 -6.232 -1.331
H 1.125 -5.383 -0.533
H 0.980 -4.660 -2.889
H -0.743 -4.233 -2.671
H 4.128 -0.904 -2.500
H 2.800 -0.388 -3.535
H 4.330 1.438 -2.182
H 2.605 1.717 -2.505
H -2.820 0.660 0.363
H -5.254 0.340 0.485
```

***

Order of stability, best first: A, B